No. 1
An isolated ion of composition C8H17F3N3 and charge +1 in a non-equilibrium geometry. Source: OMol25; level of theory: ωB97M-V with the def2-TZVPD basis set.

Output
Charge: +1
Spin multiplicity: 3
Total energy: -778.3842 a.u.
<S²>: 2.01
Max |F|: 0.1412 hartree/bohr
Highest occupied orbital energy (alpha / beta): -9.88 / -13.74 eV

Each line ends with the natural charge from an NBO analysis.
Positions of all 31 atoms, in Å:
C 1.67 0.01 1.32  -0.185
C -2.77 -0.93 0.43  -0.595
C 0.62 0.78 3.22  -0.441
C -1.63 1.56 -0.74  -0.412
C -1.67 -0.89 -0.74  -0.252
C 0.47 0.25 -1.08  0.046
C 2.93 -0.62 -0.97  0.547
C 1.42 -0.75 -0.35  0.358
N 0.58 0.33 1.88  -0.333
N 0.31 -0.06 -2.43  -0.864
N -0.85 0.28 -0.47  -0.438
F 3.80 -1.44 -0.36  -0.306
F 2.94 -1.00 -2.26  -0.325
F 1.01 -2.03 -0.26  -0.321
H 2.72 0.14 1.61  0.272
H -3.34 0.02 0.41  0.209
H -3.36 -1.76 0.43  0.242
H -2.27 -0.71 1.44  0.203
H 0.82 -0.19 3.80  0.215
H -0.41 1.20 3.43  0.228
H 1.50 1.45 3.27  0.249
H -2.21 1.48 -1.62  0.239
H -2.39 1.72 0.19  0.245
H -0.87 2.39 -0.75  0.233
H -2.10 -0.90 -1.75  0.243
H -1.12 -1.82 -0.55  0.249
H 0.91 1.19 -1.05  0.235
H 3.13 0.51 -0.84  0.144
H 0.33 -1.06 -2.74  0.415
H 0.44 0.64 -3.11  0.410
H -0.61 0.23 0.63  0.492

No. 2
C8H17F6N2O3PSn as an isolated structure in a non-equilibrium geometry. Source: OMol25; level of theory: ωB97M-V with the def2-TZVPD basis set.

Output
Charge: +3
Spin multiplicity: 2
Total energy: -1803.8348 a.u.
<S²>: 0.76
Max |F|: 0.2001 hartree/bohr
Highest occupied orbital energy (alpha / beta): -19.29 / -19.26 eV

Each line ends with the natural charge from an NBO analysis.
Positions of all 38 atoms, in Å:
Sn 0.00 0.00 0.00  2.210
C 2.63 3.94 -1.73  -0.437
N 1.43 3.53 -1.01  -0.244
C 0.35 4.51 -0.97  -0.452
C 1.12 2.22 -0.67  0.601
O -0.01 1.88 -0.33  -0.670
C 2.25 1.18 -0.72  -0.225
O 1.94 -0.01 -0.01  -0.548
C 2.31 0.02 1.36  -0.227
C 1.14 -0.26 2.31  0.711
O -0.01 -0.33 1.88  -0.536
N 1.43 -0.42 3.66  -0.026
C 0.34 -0.79 4.55  -0.472
C 2.78 -0.60 4.18  -0.468
H 2.99 4.88 -1.31  0.275
H 3.43 3.20 -1.66  0.215
H 2.37 4.08 -2.78  0.274
H 0.76 5.48 -0.65  0.271
H -0.07 4.60 -1.98  0.268
H -0.44 4.22 -0.28  0.252
H 2.39 0.91 -1.77  0.308
H 3.19 1.60 -0.35  0.282
H 3.06 -0.76 1.49  0.316
H 2.74 0.99 1.65  0.290
H -0.63 -0.48 4.16  0.299
H 0.34 -1.88 4.67  0.349
H 0.50 -0.31 5.52  0.324
H 3.52 -0.08 3.58  0.258
H 2.83 -0.21 5.20  0.324
H 3.01 -1.68 4.19  0.337
F -1.94 0.00 0.00  -0.608
P -3.66 0.00 0.00  2.506
F -3.66 1.71 -0.16  -0.548
F -5.38 0.00 0.01  -0.522
F -3.66 -1.71 0.17  -0.539
F -3.66 0.17 1.71  -0.554
F -3.66 -0.16 -1.71  -0.537
H 0.00 -1.75 0.00  -0.054